Density functional theory data (ωB97M-V/def2-TZVPD) for an isolated ion of composition C3H8NSe and charge +1.

XYZ file:
```
13
Properties=species:S:1:pos:R:3:forces:R:3:mulliken_charge:R:1
C -0.470 0.709 0.528 3.333 2.424 -1.647 -0.705
C 0.965 1.360 -0.336 -2.929 -1.614 1.841 -0.709
C 0.755 -1.362 -0.077 1.434 -0.211 -0.040 -0.718
N -0.565 -0.667 0.017 -0.510 -0.230 -0.101 -0.128
Se 2.257 -0.030 0.052 -0.801 -0.280 -0.129 0.155
H -0.221 0.731 1.583 -0.095 -0.192 0.019 0.367
H -1.340 1.308 0.287 -0.229 -0.210 -0.016 0.379
H 0.710 1.446 -1.386 0.052 0.067 -0.083 0.374
H 1.234 2.310 0.106 0.031 0.044 0.061 0.433
H 0.882 -2.075 0.737 -0.220 0.140 -0.069 0.374
H 0.829 -1.888 -1.029 -0.241 0.100 0.139 0.419
H -1.201 -1.214 0.612 0.120 0.056 -0.247 0.363
H -0.985 -0.629 -0.920 0.056 -0.093 0.271 0.397
```
Forces are in eV/Å.

Output
net charge: +1
ΔE to the lowest compared entry with this formula, charge and spin: 0.0 kJ/mol
orbital gap: 9.4 eV
highest occupied orbital energy: -13.054 eV



Density functional theory data (ωB97M-V/def2-TZVPD) for FNa2 as an isolated structure.

XYZ file:
```
3
Properties=species:S:1:pos:R:3:forces:R:3:mulliken_charge:R:1
Na -15.683 1.505 3.914 -0.475 -0.572 -0.831 1.002
Na -14.029 3.137 6.537 0.592 0.460 0.846 1.004
F -15.998 3.566 5.191 -0.117 0.112 -0.016 -0.006
```
Forces are in eV/Å.

Output
net charge: +2
orbital gap (spin up / spin down): 17.8 / 11.2 eV
2S+1: 2
highest occupied orbital energy (spin up / spin down): -28.078 / -27.081 eV
<S²>: 0.7519



Density functional theory data (ωB97M-V/def2-TZVPD) for one molecule with the formula C2H9N2OP.

XYZ file:
```
15
Properties=species:S:1:pos:R:3:forces:R:3:mulliken_charge:R:1
C 2.000 -0.227 -0.636 1.721 0.234 -0.674 -0.714
C -1.420 1.070 1.133 -2.380 -1.044 -0.653 -0.704
N 0.883 -1.057 -1.058 -3.001 0.193 3.436 -0.288
N -1.526 -0.182 0.391 0.308 -1.110 -1.103 -0.274
O 0.130 -1.561 1.572 2.133 -1.080 2.896 -0.583
P -0.400 -1.405 0.260 -0.406 1.064 -5.410 0.433
H 1.991 0.914 -1.082 0.116 -2.849 1.046 0.166
H 2.122 -0.198 0.503 -0.451 0.041 -1.647 0.275
H 2.891 -0.866 -1.015 -0.755 1.892 0.621 0.308
H -2.333 1.714 0.958 0.985 -0.902 0.267 0.312
H -1.364 0.724 2.131 0.226 0.563 1.400 0.281
H -0.584 1.582 0.807 1.778 1.335 -0.281 0.253
H 0.956 -1.575 -1.916 -0.119 -0.098 0.175 0.243
H -2.243 -0.291 -0.270 -1.068 0.372 -0.953 0.249
H -1.167 -2.499 -0.448 0.915 1.388 0.881 0.041
```
Forces are in eV/Å.

Output
ΔE to the lowest compared entry with this formula, charge and spin: 126.1 kJ/mol
orbital gap: 9.8 eV
highest occupied orbital energy: -8.805 eV



Density functional theory data (ωB97M-V/def2-TZVPD) for C38H54Cl3GeO4P3SiV as an isolated structure.

XYZ file:
```
105
Properties=species:S:1:pos:R:3:forces:R:3:mulliken_charge:R:1
V -0.351 -0.911 -1.486 0.832 0.975 0.533 -0.660
C -2.011 4.576 2.084 0.010 0.070 0.009 -1.812
C -1.079 3.889 1.089 -0.021 0.083 0.219 0.887
C 0.303 3.690 1.711 -0.038 0.077 -0.034 -1.351
P -1.623 2.296 0.304 0.231 -0.333 0.018 0.563
C -3.370 2.684 -0.162 -0.076 0.094 -0.086 0.875
C -4.196 1.455 -0.542 -0.232 0.074 -0.073 -1.906
C -3.368 3.701 -1.307 -0.012 -0.029 -0.124 -1.475
C -1.839 1.163 1.750 -0.088 0.377 0.135 -0.696
C -2.920 1.243 2.627 -0.055 -0.041 0.109 -0.133
C -2.990 0.455 3.773 0.084 0.053 -0.139 -1.141
C -1.950 -0.413 4.075 0.067 0.046 -0.111 -0.993
C -0.888 -0.534 3.187 -0.133 0.101 0.176 0.512
C -0.831 0.231 2.016 -0.286 -0.321 0.055 0.888
Si 0.581 -0.144 0.855 0.680 0.124 0.278 -2.583
C 1.309 -1.865 1.258 0.020 -0.232 -0.048 0.939
C 2.488 -1.924 2.010 -0.105 -0.110 -0.051 -0.354
C 3.151 -3.125 2.225 -0.009 -0.010 0.021 -0.829
C 2.662 -4.293 1.666 -0.017 0.020 0.027 -1.008
C 1.481 -4.266 0.935 0.007 0.039 0.021 -0.638
C 0.786 -3.076 0.751 0.018 0.188 0.101 0.199
P -0.780 -2.955 -0.188 0.045 -0.388 0.480 0.806
C -0.974 -4.524 -1.130 -0.032 -0.053 -0.013 0.790
C -1.344 -5.758 -0.298 0.003 -0.061 -0.106 -1.765
C -1.969 -4.373 -2.288 0.019 -0.039 0.007 -1.141
C -2.104 -2.821 1.085 -0.195 0.082 -0.066 2.721
C -3.496 -2.952 0.450 0.008 -0.026 0.036 -1.728
C -1.954 -3.701 2.324 -0.037 0.000 0.027 -1.811
C 1.906 1.086 1.349 0.181 -0.124 0.648 0.603
C 2.105 1.341 2.719 0.171 -0.077 -0.120 0.009
C 3.079 2.228 3.142 0.007 -0.008 -0.116 -0.848
C 3.858 2.904 2.201 -0.093 -0.062 -0.024 -1.088
C 3.673 2.658 0.853 -0.014 0.022 0.004 -0.022
C 2.700 1.745 0.431 0.450 -0.119 -0.041 -0.504
P 2.448 1.236 -1.285 -0.357 -0.231 -0.079 1.254
C 4.096 0.482 -1.637 0.081 -0.208 -0.060 0.316
C 4.217 -0.857 -0.904 0.103 -0.012 -0.034 -1.120
C 4.399 0.314 -3.125 -0.008 -0.079 -0.011 -1.474
C 2.457 2.831 -2.215 -0.050 0.006 -0.191 0.467
C 2.086 2.685 -3.699 0.077 0.095 0.095 -1.424
C 1.533 3.842 -1.536 0.036 0.098 -0.097 -1.347
H -1.528 5.484 2.458 -0.031 -0.012 0.004 0.507
H -2.212 3.941 2.950 -0.001 -0.043 -0.023 0.296
H -2.965 4.881 1.649 0.025 -0.076 -0.027 0.350
H -0.958 4.544 0.221 0.008 0.065 -0.063 0.695
H 0.247 3.016 2.571 -0.084 0.139 -0.079 0.397
H 0.701 4.645 2.063 -0.035 0.018 0.013 0.573
H 1.019 3.266 0.999 -0.467 0.257 0.391 -0.150
H -3.840 3.154 0.704 -0.033 0.002 0.077 0.429
H -3.963 1.124 -1.558 -0.213 0.188 0.188 0.450
H -5.258 1.715 -0.524 0.019 0.036 -0.042 0.539
H -4.041 0.610 0.129 -0.026 0.058 -0.028 0.247
H -2.863 3.290 -2.187 -0.063 0.059 0.064 0.128
H -2.875 4.637 -1.040 0.016 -0.001 0.051 0.391
H -4.394 3.943 -1.596 0.030 -0.022 0.013 0.426
H -3.738 1.918 2.411 0.010 0.050 0.034 0.420
H -3.849 0.530 4.428 0.016 0.009 -0.009 0.470
H -1.976 -1.015 4.975 -0.006 0.012 -0.011 0.469
H -0.102 -1.248 3.408 -0.027 -0.053 -0.044 0.543
H 2.916 -1.017 2.418 0.016 -0.014 -0.028 0.404
H 4.065 -3.138 2.805 -0.019 0.002 -0.013 0.438
H 3.192 -5.229 1.799 -0.006 0.038 -0.027 0.419
H 1.125 -5.184 0.491 -0.030 -0.002 0.013 0.398
H 0.017 -4.659 -1.573 0.074 -0.017 0.008 0.746
H -2.401 -5.738 -0.034 -0.002 0.010 0.000 0.329
H -0.778 -5.873 0.624 0.038 0.040 -0.001 0.336
H -1.179 -6.651 -0.907 -0.029 0.018 0.028 0.456
H -2.996 -4.333 -1.926 0.009 0.004 -0.004 0.257
H -1.868 -5.233 -2.953 -0.026 0.016 0.012 0.467
H -1.802 -3.478 -2.883 0.048 0.039 -0.003 -0.086
H -2.007 -1.779 1.397 -0.012 -0.081 -0.036 -1.325
H -4.243 -2.565 1.148 0.015 -0.028 0.007 0.408
H -3.745 -3.994 0.246 0.003 0.002 0.013 0.306
H -3.587 -2.389 -0.479 0.053 0.037 0.007 0.276
H -2.223 -4.738 2.121 0.014 0.002 -0.015 0.355
H -2.627 -3.331 3.102 0.007 -0.026 -0.029 0.452
H -0.941 -3.686 2.730 -0.005 0.027 -0.025 0.311
H 1.487 0.847 3.462 -0.009 0.012 -0.030 0.388
H 3.227 2.404 4.200 -0.014 0.026 -0.027 0.443
H 4.603 3.620 2.524 -0.005 -0.022 0.006 0.445
H 4.275 3.192 0.125 -0.007 -0.059 0.016 0.453
H 4.813 1.184 -1.198 0.042 0.055 -0.028 0.549
H 3.664 -1.635 -1.431 0.113 0.093 0.098 0.168
H 3.838 -0.813 0.118 0.053 0.057 -0.019 0.044
H 5.266 -1.160 -0.857 -0.011 0.014 -0.021 0.586
H 3.626 -0.276 -3.627 0.069 0.048 0.051 0.160
H 5.348 -0.218 -3.240 -0.031 0.013 0.007 0.459
H 4.490 1.268 -3.643 0.032 -0.025 0.032 0.384
H 3.497 3.176 -2.151 0.017 0.046 0.038 0.766
H 1.014 2.572 -3.812 -0.214 -0.076 0.021 0.131
H 2.555 1.836 -4.190 -0.020 -0.020 0.012 0.333
H 2.389 3.592 -4.230 -0.016 -0.035 0.032 0.480
H 0.521 3.437 -1.458 0.014 -0.021 -0.033 0.007
H 1.484 4.749 -2.145 -0.006 -0.005 0.019 0.564
H 1.866 4.120 -0.534 0.034 0.023 -0.207 0.343
O -2.874 -1.188 -2.793 -0.552 -0.059 -0.056 -0.517
C -2.366 -0.251 -2.222 -0.041 0.358 0.279 0.350
O -2.042 -0.261 -0.915 -0.437 -0.407 -1.072 0.559
C -1.583 0.836 -3.027 1.142 -0.532 0.753 0.447
O -2.010 1.569 -3.863 -0.268 0.365 -0.221 -0.676
O -0.306 0.658 -2.657 -1.211 0.177 -0.544 -0.288
Cl 1.727 -0.977 -5.702 -0.074 0.048 0.059 -0.401
Ge 0.011 -1.873 -4.603 0.265 -0.222 -0.355 0.837
Cl 1.375 -2.055 -2.338 0.667 -0.730 -0.624 -0.706
Cl 0.499 -4.017 -5.048 -0.091 0.064 0.021 -0.414
```
Forces are in eV/Å.

Output
ΔE to the lowest compared entry with this formula, charge and spin: 139.6 kJ/mol
orbital gap (spin up / spin down): 7.7 / 5.5 eV
2S+1: 4
highest occupied orbital energy (spin up / spin down): -8.302 / -8.218 eV
<S²>: 3.7747



Density functional theory data (ωB97M-V/def2-TZVPD) for one molecule with the formula C5H11N.

XYZ file:
```
17
Properties=species:S:1:pos:R:3:forces:R:3:mulliken_charge:R:1
C -1.668 0.267 -0.838 -2.114 -0.533 0.710 -1.045
N 0.485 -1.023 -1.421 2.277 2.333 3.006 -0.604
C 0.778 0.246 -0.606 0.343 0.172 -2.231 -0.165
C -0.638 0.650 0.077 -2.304 0.645 2.237 0.499
C -0.619 -0.091 1.409 0.782 -0.716 1.652 -1.323
C 1.901 0.045 0.240 -0.334 0.367 -1.819 -1.025
H -2.535 -0.350 -0.427 1.572 0.239 -0.561 0.279
H -2.073 0.881 -1.654 0.831 0.086 0.245 0.286
H -0.669 -0.879 -1.362 0.907 -1.342 0.221 0.349
H 0.837 1.038 -1.346 0.836 0.552 0.310 0.346
H 1.387 -1.433 -0.884 -2.405 -1.500 -1.601 0.375
H -1.458 -0.344 2.127 0.322 0.405 -1.641 0.320
H -0.612 1.685 0.420 0.373 0.438 -1.254 0.372
H -0.030 -0.946 1.154 -0.591 -1.567 0.337 0.331
H 2.740 0.717 0.182 0.123 0.283 0.226 0.262
H 2.034 -0.822 0.846 -0.251 -0.430 0.463 0.377
H 0.140 0.359 2.083 -0.365 0.568 -0.299 0.367
```
Forces are in eV/Å.

Output
ΔE to the lowest compared entry with this formula, charge and spin: 709.7 kJ/mol
orbital gap: 6.1 eV
highest occupied orbital energy: -7.744 eV



Density functional theory data (ωB97M-V/def2-TZVPD) for a 2-piece molecular cluster, C4H12N4 overall.

XYZ file:
```
20
Properties=species:S:1:pos:R:3:forces:R:3:mulliken_charge:R:1
C 1.040 0.582 -1.278 0.305 -0.902 -2.171 -1.458
C 0.159 1.116 1.001 -2.825 -2.689 0.556 -1.284
C 1.432 -0.946 0.578 2.094 -1.502 2.144 -1.425
C 0.406 -0.010 0.009 3.738 0.698 -1.259 1.353
N -3.816 -0.329 0.204 -1.622 -1.953 -0.234 -0.386
N -1.097 -1.718 -0.544 -0.945 -1.712 -0.634 -0.759
N -2.953 0.517 0.181 -0.092 0.694 2.194 -0.017
N -0.813 -0.550 -0.457 -0.934 0.638 -0.083 0.192
H 0.299 1.248 -1.750 0.186 -0.224 0.042 0.444
H 1.976 1.232 -1.142 -1.183 -1.396 0.060 0.318
H 1.186 -0.338 -2.063 0.111 2.378 1.798 0.291
H -0.217 1.937 0.397 -0.189 0.417 0.752 0.344
H 1.049 1.289 1.585 0.018 0.394 0.102 0.418
H -0.690 0.547 1.622 1.635 2.275 -0.601 0.302
H 2.435 -0.260 0.798 -2.463 -2.229 -0.729 0.308
H 1.055 -1.310 1.620 0.790 0.481 -1.601 0.351
H 1.676 -1.939 -0.032 -0.314 2.377 1.053 0.373
H -4.240 -0.649 -0.726 0.720 0.837 0.581 0.192
H -0.410 -2.466 -0.300 0.524 0.804 0.404 0.254
H -2.740 0.909 -0.689 0.446 0.614 -2.374 0.189
```
Forces are in eV/Å.

Output
ΔE to the lowest compared entry with this formula, charge and spin: 502.8 kJ/mol
orbital gap: 9.4 eV
highest occupied orbital energy: -8.594 eV